# 1
# C4H9N3O

A single C4H9N3O molecule in a non-equilibrium geometry (the ωB97M-V functional and the def2-TZVPD basis, OMol25).

The geometry in XYZ format:
```
17
Properties=species:S:1:pos:R:3:nbo_charge:R:1
C -0.75884 1.63422 -0.55087 -0.657
C 0.90265 -0.27667 -0.15026 0.192
C 0.02699 0.41736 -0.92959 0.221
N 1.88478 -1.10983 -0.73905 -0.848
N -1.41297 -0.85868 1.41345 -0.879
C -0.24005 -0.29213 1.82214 0.284
O 0.08607 0.26430 -2.30640 -0.700
N 0.89778 -0.22508 1.22229 -0.479
H 0.53526 -0.56911 -2.49558 0.486
H 2.38108 -1.62962 -0.02635 0.385
H 2.55256 -0.58919 -1.29830 0.372
H -1.98466 -0.85266 0.58252 0.408
H -1.79356 -1.62451 1.94811 0.387
H -0.20626 -0.12778 2.89652 0.169
H -1.82988 1.44860 -0.64309 0.209
H -0.48806 2.45407 -1.21705 0.227
H -0.55290 1.93670 0.47152 0.225
```

Output
Spin multiplicity: 1
E_tot: -10810.5279 eV
Structure (SMILES): C/C(O)=C(N)\N=C/N
LUMO energy: 0.9 eV
Relative energy (zero: lowest compared OMol25 entry of this formula, charge and spin): 186.6 kJ/mol


# 2
# C26H30IN2O2S3SbTi

A molecular structure, C26H30IN2O2S3SbTi in a non-equilibrium geometry (the ωB97M-V functional and the def2-TZVPD basis, OMol25).

The geometry in XYZ format:
```
66
Properties=species:S:1:pos:R:3:nbo_charge:R:1
Ti 0.50546 0.05221 0.62222 1.074
C 2.93172 -1.54527 -2.98889 -0.644
C 1.58225 -0.86877 -3.00722 -0.028
C 1.53024 0.51494 -3.21241 0.006
C 2.79393 1.26754 -3.54767 -0.649
C 0.32462 1.20680 -3.08371 -0.002
C 0.32587 2.70953 -3.21181 -0.638
C -0.85884 0.50047 -2.84006 -0.015
C -2.17421 1.22690 -2.68364 -0.637
C -0.82682 -0.89614 -2.77238 -0.043
C -2.11297 -1.69117 -2.72087 -0.644
C 0.39390 -1.58247 -2.81537 0.063
C 0.36239 -3.08892 -2.72183 -0.657
H 3.31501 -1.72001 -3.99944 0.203
H 2.90359 -2.49718 -2.46871 0.223
H 3.65502 -0.92620 -2.45800 0.233
H 3.28244 1.63831 -2.64104 0.243
H 2.58703 2.12319 -4.18921 0.209
H 3.50706 0.63353 -4.07102 0.212
H 0.25975 3.02314 -4.25908 0.208
H 1.23770 3.13740 -2.79958 0.226
H -0.50481 3.17066 -2.68422 0.216
H -2.63659 1.44926 -3.65104 0.211
H -2.05326 2.17327 -2.16053 0.220
H -2.88676 0.64039 -2.10618 0.210
H -2.40421 -1.96300 -1.70261 0.225
H -2.01308 -2.62258 -3.27604 0.215
H -2.94037 -1.14183 -3.16619 0.209
H -0.01362 -3.52251 -3.65455 0.202
H -0.29258 -3.42139 -1.91527 0.226
H 1.33899 -3.51854 -2.53009 0.223
C 0.59053 4.50566 -0.02533 -0.669
C -0.77796 4.01147 0.31782 0.219
N -1.73117 4.87584 0.57703 -0.408
C -2.94830 4.42693 0.94895 -0.017
C -3.27162 3.10042 1.07650 -0.078
C -4.65453 2.71102 1.51669 -0.086
O -4.66370 1.97783 2.74076 -0.723
C -2.26265 2.15065 0.79302 -0.130
C -2.54052 0.72856 0.89373 0.180
N -1.68175 -0.20597 0.70092 -0.521
C -2.10181 -1.57645 0.86079 -0.027
C -3.43617 -1.97970 0.80206 -0.187
C -3.75660 -3.31693 0.96462 -0.241
C -2.75050 -4.25332 1.17474 -0.217
C -1.42086 -3.85152 1.19930 -0.283
C -1.10499 -2.51273 1.04184 0.029
I 1.67294 -2.54109 0.66033 -0.207
C -1.01038 2.60115 0.39746 0.343
O -0.04724 1.78736 0.06760 -0.754
H 0.51418 5.45253 -0.55782 0.216
H 1.14325 3.76874 -0.60408 0.240
H 1.16450 4.65209 0.89410 0.273
H -3.69457 5.18725 1.15496 0.182
H -5.14133 2.06159 0.78543 0.178
H -5.26388 3.61631 1.60029 0.172
H -4.05887 2.41723 3.34872 0.474
H -3.54687 0.46008 1.20014 0.197
H -4.22711 -1.26804 0.59971 0.200
H -4.79230 -3.62719 0.91225 0.207
H -3.00185 -5.30018 1.29900 0.206
H -0.63154 -4.58025 1.33370 0.223
S 2.85968 3.41013 2.83149 -0.894
Sb 3.00008 1.18703 2.46894 0.992
S 2.69203 0.78535 0.06719 -0.678
S 0.56340 0.35591 2.77370 -0.511
```

Output
Spin multiplicity: 2
E_tot: -104789.3508 eV
Total charge: -1
LUMO energy (alpha / beta): 1.5 / 1.5 eV
Relative energy (zero: lowest compared OMol25 entry of this formula, charge and spin): 208.6 kJ/mol


# 3
# C2H4N2O

A single C2H4N2O molecule (the ωB97M-V functional and the def2-TZVPD basis, OMol25).

The geometry in XYZ format:
```
9
Properties=species:S:1:pos:R:3:nbo_charge:R:1
N -0.14161 -0.65855 1.42918 -0.596
C -0.59043 -0.68961 0.24952 0.259
N -0.54906 0.52760 -0.51919 -0.693
C 0.78483 0.81277 -0.86204 0.546
O 1.39091 1.77073 -0.46004 -0.539
H -0.23921 -1.55732 1.89759 0.349
H -1.00724 -1.56125 -0.26501 0.165
H -0.87377 1.28873 0.07535 0.397
H 1.22558 0.06690 -1.54534 0.114
```

Output
Spin multiplicity: 1
E_tot: -7165.6777 eV
Structure (SMILES): [H]/N=C/NC=O
LUMO energy: 0.9 eV
Relative energy (zero: lowest compared OMol25 entry of this formula, charge and spin): 77.4 kJ/mol


# 4
# C78H65N13O26

13 unconnected molecules or ions with the total composition C78H65N13O26 in a non-equilibrium geometry (the ωB97M-V functional and the def2-TZVPD basis, OMol25).

The geometry in XYZ format:
```
182
Properties=species:S:1:pos:R:3:lowdin_spin:R:1
C -0.48122 1.43294 -1.89939 0.000
C 0.65603 1.80045 -1.10100 0.001
C 1.15896 1.01619 -0.05736 0.000
C 0.30573 -0.04266 0.49115 0.001
C -0.79569 -0.39796 -0.33530 0.002
C -1.15066 0.35081 -1.41144 0.001
N 0.62736 -0.82154 1.73752 0.000
O 1.29064 -0.34536 2.63203 0.000
O 0.11692 -1.94243 1.96277 0.001
H -0.91529 2.06630 -2.65889 0.000
H 1.27847 2.65559 -1.31939 0.000
H 1.99751 1.50208 0.41924 0.000
H -1.45988 -1.19612 -0.03832 0.001
H -2.06864 0.05397 -1.89681 0.000
C 4.75882 -0.46499 5.09407 0.000
C 3.46434 -0.27577 5.33147 0.000
C 3.13831 0.39829 6.42777 0.000
C 4.06485 1.04175 7.22340 0.000
C 5.43326 0.99523 6.95143 0.000
C 5.78544 0.19435 5.91384 0.000
N 3.49922 1.74196 8.40963 0.000
O 4.26179 2.25530 9.18793 0.000
O 2.25750 1.93831 8.50157 0.000
H 5.03557 -1.15882 4.31406 0.000
H 2.72178 -0.71870 4.68431 0.000
H 2.09356 0.23861 6.65000 0.000
H 6.19525 1.52550 7.50332 0.000
H 6.80891 0.01677 5.61823 0.000
C 5.22462 5.64029 5.12026 0.000
C 5.43016 4.27844 5.13389 0.000
C 4.63674 3.47727 4.26007 0.000
C 3.85840 4.13181 3.35175 0.000
C 3.71689 5.54561 3.19918 0.000
C 4.48872 6.27804 4.12085 0.000
N 2.91043 3.34375 2.39368 0.000
O 2.23731 3.83363 1.53716 0.000
O 2.72820 2.15295 2.76336 0.000
H 5.69161 6.27158 5.86175 0.000
H 6.11117 3.98024 5.91728 0.000
H 4.74002 2.41623 4.43307 0.000
H 3.11030 6.00561 2.43311 0.000
H 4.42456 7.34982 4.00434 0.000
C -0.55316 1.82868 4.83731 0.000
C -1.51336 0.93470 5.15552 0.000
C -2.20580 0.89448 6.36015 0.000
C -1.78634 1.80195 7.39072 0.000
C -0.97562 2.90053 6.94179 0.000
C -0.35467 2.87223 5.69075 0.000
N -2.42806 1.80637 8.73583 0.000
O -2.61813 0.71222 9.23891 0.000
O -2.79485 2.92110 9.16853 0.000
H -0.09266 1.72672 3.86575 0.000
H -1.70096 0.11973 4.47211 0.000
H -3.05515 0.24656 6.51894 0.000
H -0.65725 3.63393 7.66785 0.000
H 0.40670 3.60653 5.47280 0.000
C -4.04352 -3.26988 -2.56414 0.000
C -3.70111 -2.73454 -3.81232 0.000
C -4.38842 -3.18973 -4.92593 0.000
C -5.37277 -4.12961 -4.81471 0.000
C -5.63445 -4.67058 -3.56157 0.000
C -5.07761 -4.18764 -2.45481 0.001
N -6.06784 -4.64725 -5.97188 0.000
O -6.36991 -5.88305 -6.07469 0.000
O -6.49737 -3.79525 -6.79036 0.000
H -3.58261 -2.92608 -1.64994 -0.001
H -2.90229 -2.00911 -3.85769 0.000
H -4.17069 -2.56934 -5.78273 0.000
H -6.34160 -5.48076 -3.46188 0.000
H -5.20804 -4.62908 -1.47782 0.001
C -2.79032 8.64940 -6.24251 0.000
C -3.78716 7.62160 -6.07863 0.000
C -3.41311 6.41490 -5.39544 0.000
C -2.13457 6.21564 -4.90569 0.000
C -1.23230 7.31053 -4.88896 0.000
C -1.54402 8.54865 -5.56654 0.000
N -1.82127 4.91989 -4.21434 0.000
O -2.61800 3.94849 -4.32399 0.000
O -0.83524 4.90979 -3.44705 0.000
H -3.11549 9.56816 -6.70785 0.000
H -4.79787 7.75370 -6.43560 0.000
H -4.18947 5.69909 -5.16897 0.000
H -0.30615 7.25982 -4.33571 0.000
H -0.70816 9.23012 -5.62421 0.000
C -3.30204 -1.99713 1.89174 0.281
C -3.18076 -3.28220 1.24275 0.010
C -4.40794 -4.01160 1.26231 0.143
C -5.65249 -3.41306 1.56972 0.262
C -5.75246 -2.18600 2.25750 -0.007
C -4.53555 -1.52161 2.44616 0.204
N -6.90210 -4.12051 1.22882 0.015
O -6.85001 -5.18491 0.61322 -0.020
O -7.90755 -3.80231 1.88500 0.085
H -2.36092 -1.46750 1.87852 0.010
H -2.22125 -3.60428 0.86594 -0.002
H -4.40765 -5.00693 0.84312 0.004
H -6.73259 -1.80029 2.49620 -0.003
H -4.63525 -0.48397 2.72858 0.007
C -2.88095 -1.43072 -9.15917 0.000
C -1.48922 -1.42375 -9.15290 0.000
C -0.89324 -0.89193 -7.99247 0.000
C -1.54572 -0.12872 -7.07987 0.000
C -2.96546 -0.04287 -7.13623 0.000
C -3.64032 -0.74483 -8.20139 0.000
N -0.81545 0.59880 -6.03543 0.000
O 0.33035 0.29859 -5.74232 0.000
O -1.45263 1.44661 -5.40286 0.000
H -3.28736 -1.88255 -10.05197 0.000
H -0.97909 -1.95119 -9.94534 0.000
H 0.15072 -1.04199 -7.76003 0.000
H -3.60790 0.43315 -6.41023 0.000
H -4.71047 -0.87968 -8.25608 0.000
C 0.00298 -6.41139 2.79139 0.000
C -0.54276 -7.70166 2.77159 0.000
C -1.69169 -7.94598 3.49297 0.000
C -2.41881 -6.83655 4.05165 0.000
C -1.86991 -5.56768 4.04313 0.000
C -0.66840 -5.36402 3.42877 0.000
N -3.67701 -6.97980 4.72600 0.000
O -4.49049 -6.06410 4.65322 0.002
O -3.87014 -7.91113 5.50742 0.000
H 0.97476 -6.28250 2.33815 0.000
H -0.01874 -8.52719 2.31301 0.000
H -2.13841 -8.92919 3.48076 0.000
H -2.32729 -4.75109 4.58201 0.000
H -0.19115 -4.39525 3.43941 0.000
C -4.57663 0.94148 -3.11253 0.000
C -5.08592 1.66109 -4.11779 0.000
C -6.44724 1.51901 -4.46980 0.000
C -7.24476 0.62123 -3.73288 0.000
C -6.69564 -0.07170 -2.59464 0.000
C -5.36288 0.09803 -2.30334 0.000
N -8.67013 0.39312 -4.10058 0.000
O -9.19034 -0.62791 -3.63595 0.000
O -9.23822 1.20786 -4.70845 0.000
H -3.52978 1.16030 -2.96210 0.000
H -4.44413 2.32958 -4.67243 0.000
H -6.80769 2.09569 -5.30879 0.000
H -7.38958 -0.65384 -2.00645 0.000
H -4.85127 -0.31522 -1.44667 0.000
C 2.69695 2.97574 -4.18353 0.000
C 3.40627 2.43352 -5.21832 0.000
C 4.65956 2.94565 -5.40197 0.000
C 5.20029 3.82524 -4.45665 0.000
C 4.41434 4.23767 -3.31133 0.000
C 3.15577 3.73190 -3.15260 0.000
N 6.67649 4.16461 -4.51349 0.000
O 7.00297 5.30675 -4.27213 0.000
O 7.41939 3.17008 -4.79173 0.000
H 1.79345 2.43013 -3.95462 0.000
H 2.96259 1.70184 -5.87725 0.000
H 5.30664 2.74320 -6.24262 0.000
H 4.86517 4.89188 -2.57979 0.000
H 2.52919 3.92105 -2.29352 0.000
C 3.33903 -3.05176 2.72662 0.000
C 2.44090 -3.27557 3.78110 0.000
C 2.34803 -4.53243 4.41994 0.000
C 3.04337 -5.62636 3.82803 0.000
C 3.82991 -5.38981 2.66750 0.000
C 4.05646 -4.06494 2.13044 0.000
N 3.10413 -6.86704 4.56346 0.000
O 3.99448 -7.68795 4.36479 0.000
O 2.48410 -7.02434 5.61784 0.000
H 3.36309 -2.01065 2.44040 0.000
H 1.84815 -2.41425 4.05163 0.000
H 1.58824 -4.57604 5.18625 0.000
H 4.53547 -6.13546 2.33195 0.000
H 4.78699 -3.95405 1.34276 0.000
C 9.28733 0.39053 -1.55303 0.000
C 8.16567 1.01390 -2.12558 0.000
C 6.96331 0.85275 -1.51651 0.000
C 6.78304 0.10313 -0.31934 0.000
C 7.84433 -0.55311 0.15828 0.000
C 9.08757 -0.39162 -0.38640 0.000
N 5.39479 -0.09052 0.27253 0.000
O 4.46383 0.52221 -0.30356 0.000
O 5.33469 -0.80271 1.25960 0.000
H 10.30622 0.54949 -1.87395 0.000
H 8.30093 1.60155 -3.02156 0.000
H 6.21049 1.36241 -2.09953 0.000
H 7.78615 -1.22491 1.00190 0.000
H 9.90950 -0.86908 0.12629 0.000
```

Output
Spin multiplicity: 2
E_tot: -154493.7968 eV
Total charge: +1
LUMO energy (alpha / beta): -5.6 / -9.0 eV
Relative energy (zero: lowest compared OMol25 entry of this formula, charge and spin): 423.0 kJ/mol